# 1
292
Properties=species:S:1:pos:R:3 method="wB97M-V/def2-TZVPD" e_lumo_ev=0.517 spin_multiplicity=1 e_tot_ev=-131480.7126 orbital_gap_ha=0.3174 homo_ev=-8.12
C 0.38 -4.50 4.32
C 1.20 -3.39 5.09
C 2.36 -2.75 4.33
O 0.19 -2.42 5.47
H -0.25 -5.14 4.92
H 1.10 -5.24 3.93
H -0.20 -4.02 3.54
H 1.57 -3.75 6.03
H 3.19 -3.47 4.23
H 2.69 -1.95 4.97
H 2.13 -2.44 3.29
H 0.43 -1.55 5.06
C -5.37 -3.69 -1.10
C -4.35 -2.91 -0.30
C -3.36 -3.87 0.27
O -3.67 -1.90 -1.07
H -6.15 -3.19 -1.62
H -5.76 -4.37 -0.37
H -4.82 -4.36 -1.81
H -4.88 -2.43 0.56
H -2.62 -3.34 0.89
H -2.71 -4.38 -0.53
H -3.90 -4.60 0.85
H -4.28 -1.37 -1.52
C -4.62 -0.56 -5.08
C -5.64 0.44 -4.53
C -5.98 0.15 -3.14
O -5.04 1.75 -4.56
H -4.35 -0.40 -6.12
H -5.07 -1.57 -5.00
H -3.69 -0.63 -4.45
H -6.51 0.43 -5.21
H -5.08 0.11 -2.55
H -6.53 -0.82 -2.96
H -6.65 0.93 -2.74
H -4.08 1.67 -4.73
C 5.03 0.87 -2.13
C 4.23 1.70 -3.05
C 4.21 3.15 -2.63
O 3.71 3.13 -1.28
C 3.47 4.48 -0.89
N 4.52 1.73 -4.51
H 6.12 1.08 -2.08
H 4.94 -0.24 -2.11
H 4.74 1.12 -1.15
H 3.22 1.38 -3.06
H 3.55 3.74 -3.25
H 5.24 3.54 -2.58
H 4.39 4.96 -0.66
H 2.96 4.35 0.08
H 2.77 5.05 -1.57
H 5.50 1.71 -4.69
H 4.19 0.88 -4.94
C -2.22 3.45 -6.72
C -1.66 2.18 -6.16
C -0.14 2.15 -6.25
O 0.20 0.90 -5.63
C 1.60 0.83 -5.34
N -2.10 2.10 -4.75
H -1.91 4.33 -6.18
H -3.32 3.40 -6.77
H -1.81 3.57 -7.73
H -1.98 1.27 -6.62
H 0.41 2.94 -5.71
H 0.22 2.10 -7.27
H 1.81 -0.18 -5.01
H 1.90 1.52 -4.56
H 2.21 1.10 -6.20
H -1.78 2.99 -4.39
H -1.50 1.41 -4.26
C 0.58 8.33 0.92
C 0.81 6.84 1.20
C 2.02 6.66 2.08
O 2.06 5.31 2.44
C 3.14 5.11 3.39
N -0.36 6.33 1.82
H 1.48 8.84 0.59
H 0.36 8.74 1.88
H -0.27 8.53 0.27
H 1.05 6.30 0.28
H 1.84 7.29 3.07
H 2.87 6.93 1.50
H 3.17 6.01 4.11
H 4.09 5.09 2.89
H 3.03 4.15 3.95
H -0.47 5.35 1.98
H -1.27 6.71 1.55
C 6.46 -0.73 5.50
C 5.72 0.58 5.29
C 4.81 0.45 4.15
O 5.49 0.02 3.01
C 4.60 -0.10 1.93
N 4.95 0.94 6.42
H 6.93 -0.59 6.48
H 7.16 -0.97 4.71
H 5.72 -1.51 5.60
H 6.40 1.42 5.12
H 4.25 1.37 3.95
H 3.98 -0.22 4.39
H 4.01 0.81 1.76
H 3.98 -1.02 2.11
H 5.23 -0.24 0.97
H 5.58 1.33 7.11
H 4.55 0.20 6.94
C -3.16 0.65 3.95
C -3.00 -0.65 3.18
C -3.95 -1.80 3.59
O -5.31 -1.46 3.43
C -6.15 -2.56 3.41
N -3.23 -0.47 1.74
H -2.31 1.35 3.64
H -3.23 0.52 5.05
H -4.06 1.06 3.61
H -2.00 -1.04 3.30
H -3.87 -2.11 4.65
H -3.70 -2.69 2.96
H -6.15 -3.07 4.40
H -5.92 -3.20 2.58
H -7.17 -2.19 3.22
H -4.10 0.02 1.64
H -2.48 -0.08 1.12
C 2.16 -2.49 -3.47
C 3.54 -3.09 -3.23
C 3.57 -4.55 -3.71
O 2.47 -5.32 -3.27
C 2.67 -6.03 -2.11
N 4.47 -2.17 -4.02
H 2.02 -2.41 -4.58
H 2.21 -1.49 -3.05
H 1.36 -3.04 -3.02
H 3.82 -3.00 -2.20
H 4.47 -5.04 -3.27
H 3.63 -4.58 -4.79
H 2.87 -5.27 -1.34
H 3.54 -6.70 -2.28
H 1.72 -6.55 -1.91
H 5.33 -2.68 -4.14
H 4.15 -2.02 -5.00
C 0.15 1.72 5.33
C -0.52 3.04 5.56
C -0.06 3.78 6.80
O -0.91 4.87 7.13
C -0.53 5.59 8.25
N -0.47 3.91 4.31
H 1.25 1.83 5.05
H -0.30 1.19 4.48
H 0.07 1.01 6.14
H -1.60 2.83 5.78
H 0.98 4.12 6.66
H -0.02 3.01 7.60
H -0.72 5.07 9.24
H -1.18 6.47 8.24
H 0.51 5.99 8.23
H 0.34 4.53 4.39
H -0.28 3.36 3.52
C -5.04 5.82 -4.17
C -4.06 4.89 -3.49
C -3.07 5.85 -2.70
O -1.94 5.13 -2.26
C -1.23 5.96 -1.42
N -4.72 4.00 -2.57
H -5.56 6.31 -3.33
H -5.73 5.23 -4.80
H -4.63 6.65 -4.74
H -3.47 4.31 -4.18
H -3.58 6.37 -1.93
H -2.73 6.66 -3.34
H -1.10 6.94 -1.91
H -0.29 5.48 -1.19
H -1.64 6.04 -0.43
H -5.04 3.14 -3.08
H -4.13 3.68 -1.81
C 5.87 -7.44 0.97
C 7.22 -6.73 1.37
C 7.96 -6.19 0.13
C 7.09 -5.14 -0.62
C 6.90 -4.00 0.33
C 6.18 -4.42 1.55
N 6.92 -5.54 2.21
O 6.20 -5.91 3.42
C 6.22 -3.26 2.54
C 4.67 -4.59 1.36
C 8.09 -7.61 2.22
H 5.83 -8.53 0.79
H 5.27 -6.95 0.19
H 5.24 -7.35 1.78
H 8.87 -5.65 0.59
H 8.39 -6.96 -0.52
H 6.13 -5.56 -0.98
H 7.63 -4.89 -1.55
H 6.36 -3.15 -0.08
H 7.89 -3.63 0.72
H 5.46 -3.51 3.29
H 7.27 -3.20 3.00
H 5.98 -2.25 2.14
H 4.52 -5.15 0.44
H 4.34 -5.21 2.21
H 4.09 -3.65 1.28
H 8.93 -6.93 2.66
H 8.54 -8.39 1.63
H 7.61 -7.97 3.12
H 6.76 -5.54 4.06
C -0.95 -7.26 -5.04
C -1.27 -6.13 -6.00
C -2.77 -6.08 -6.31
C -3.64 -5.55 -5.16
C -3.19 -4.12 -4.88
C -1.73 -4.03 -4.47
N -0.97 -4.78 -5.55
O 0.44 -4.68 -5.28
C -1.39 -2.58 -4.58
C -1.48 -4.57 -3.02
C -0.42 -6.42 -7.27
H 0.16 -7.43 -4.90
H -1.29 -8.14 -5.54
H -1.45 -7.12 -4.10
H -2.88 -5.51 -7.25
H -3.17 -7.08 -6.57
H -3.55 -6.24 -4.37
H -4.65 -5.51 -5.53
H -3.75 -3.64 -4.02
H -3.39 -3.51 -5.71
H -2.10 -2.01 -3.99
H -0.36 -2.34 -4.27
H -1.53 -2.35 -5.63
H -0.50 -5.03 -2.90
H -1.56 -3.78 -2.31
H -2.22 -5.29 -2.78
H -0.58 -5.54 -7.86
H -0.68 -7.35 -7.78
H 0.63 -6.34 -7.03
H 0.68 -5.14 -4.48
C -5.49 6.07 4.42
C -5.10 4.61 4.34
C -6.21 3.57 4.23
C -6.89 3.65 2.87
C -5.84 3.27 1.89
C -4.64 4.14 1.87
N -4.15 4.20 3.26
O -3.14 5.17 3.33
C -3.50 3.57 1.08
C -4.98 5.49 1.26
C -4.36 4.31 5.73
H -5.97 6.24 5.38
H -6.12 6.47 3.59
H -4.54 6.69 4.39
H -5.74 2.57 4.34
H -6.95 3.67 5.06
H -7.39 4.59 2.64
H -7.64 2.78 2.83
H -6.27 3.24 0.86
H -5.52 2.22 2.19
H -3.24 2.64 1.60
H -3.83 3.26 0.11
H -2.63 4.25 1.10
H -4.22 6.20 1.44
H -5.13 5.43 0.19
H -5.89 6.00 1.70
H -5.01 3.93 6.49
H -3.85 5.22 6.14
H -3.57 3.55 5.55
H -2.34 4.76 3.71
C -2.03 1.13 -1.54
C -0.67 0.91 -0.94
C -0.41 1.91 0.21
C 0.85 1.57 1.07
C 0.78 0.18 1.56
C 0.53 -0.76 0.41
N -0.62 -0.38 -0.29
O -0.93 -1.42 -1.25
C 1.85 -0.99 -0.43
C 0.19 -2.15 1.02
C 0.33 1.16 -2.13
H -2.78 0.91 -0.72
H -2.24 0.46 -2.38
H -2.13 2.21 -1.82
H -0.39 2.97 -0.22
H -1.22 2.03 0.96
H 0.83 2.27 1.89
H 1.79 1.69 0.51
H -0.04 0.11 2.27
H 1.76 -0.06 1.99
H 2.45 -1.63 0.17
H 1.59 -1.56 -1.27
H 2.46 -0.06 -0.64
H -0.20 -2.94 0.35
H 1.03 -2.55 1.55
H -0.61 -2.05 1.76
H 1.34 1.31 -1.79
H 0.07 2.04 -2.72
H 0.25 0.29 -2.89
H -1.85 -1.59 -1.07


# 2
173
Properties=species:S:1:pos:R:3 method="wB97M-V/def2-TZVPD" e_lumo_ev="-3.304 / -3.302" spin_multiplicity=2 total_charge=+1 e_tot_ev=-117597.9016 orbital_gap_ha="0.1957 / 0.2082" homo_ev="-8.63 / -8.97"
Pb -1.64 0.04 0.11
N -2.61 2.77 2.20
C -3.79 2.92 3.07
C -5.13 2.72 2.36
C -5.45 1.31 1.86
N -4.68 0.90 0.68
H -1.77 2.92 2.74
H -2.64 3.46 1.46
H -3.81 3.90 3.55
H -3.70 2.18 3.87
H -5.22 3.43 1.52
H -5.90 2.98 3.09
H -6.53 1.27 1.66
H -5.24 0.60 2.66
H -4.94 1.48 -0.12
H -4.91 -0.05 0.45
C -2.95 -5.39 -4.70
C -2.46 -4.24 -5.54
C -2.32 -4.37 -6.92
C -1.85 -3.32 -7.70
C -1.54 -2.11 -7.10
C -1.69 -1.95 -5.73
C -2.14 -3.02 -4.95
N -2.35 -2.90 -3.55
C -1.77 -2.01 -2.68
N -0.49 -1.66 -3.02
C 0.56 -0.95 -2.39
C 0.42 -0.16 -1.25
C 1.60 0.48 -0.82
C 2.86 0.35 -1.46
C 2.91 -0.41 -2.60
C 1.78 -1.06 -3.08
C 1.92 -1.90 -4.33
N -2.39 -1.58 -1.63
C -3.73 -2.04 -1.43
C -4.77 -1.20 -1.84
C -6.09 -1.57 -1.69
C -6.39 -2.81 -1.13
C -5.36 -3.65 -0.74
C -4.02 -3.30 -0.89
C -2.96 -4.28 -0.47
H -3.05 -6.29 -5.30
H -3.93 -5.17 -4.26
H -2.26 -5.60 -3.88
H -2.59 -5.31 -7.38
H -1.74 -3.45 -8.77
H -1.19 -1.28 -7.70
H -1.51 -0.99 -5.28
H -3.18 -3.33 -3.20
H -0.19 -2.16 -3.84
H 1.48 1.39 -0.19
H 3.98 1.40 0.03
H 3.85 -0.50 -3.14
H 2.95 -1.93 -4.66
H 1.31 -1.51 -5.15
H 1.61 -2.94 -4.15
H -4.52 -0.25 -2.30
H -6.88 -0.90 -2.01
H -7.42 -3.12 -1.02
H -5.60 -4.62 -0.31
H -2.91 -4.34 0.61
H -1.97 -3.99 -0.83
H -3.19 -5.28 -0.85
C 7.89 1.21 -3.33
C 6.65 1.14 -2.49
C 6.40 0.07 -1.61
C 5.27 -0.05 -0.87
C 5.08 -1.17 0.10
C 4.18 1.00 -0.98
Te 2.06 0.45 1.66
N 0.09 0.51 2.03
C 0.26 0.21 3.30
O 1.53 0.22 3.70
C -0.78 -0.18 4.25
C -0.40 -0.54 5.54
C -1.35 -1.03 6.42
C -2.66 -1.18 6.01
C -3.05 -0.80 4.73
C -2.11 -0.29 3.85
C 2.45 2.49 2.08
C 1.66 3.56 1.62
C 0.54 3.43 0.62
C 1.97 4.83 2.08
C 3.02 5.07 2.95
C 3.32 6.46 3.46
C 3.81 4.00 3.35
C 3.55 2.71 2.93
C 4.49 1.60 3.37
C 4.53 2.17 -1.86
C 3.52 3.28 -1.91
C 5.69 2.19 -2.56
H 8.57 0.39 -3.09
H 8.41 2.16 -3.19
H 7.64 1.14 -4.39
H 7.17 -0.70 -1.52
H 5.81 -1.96 -0.06
H 4.08 -1.61 0.03
H 5.20 -0.82 1.13
H 0.64 -0.45 5.83
H -1.05 -1.33 7.42
H -3.39 -1.62 6.68
H -4.08 -0.91 4.41
H -2.41 -0.01 2.85
H -0.01 2.49 0.73
H 0.92 3.50 -0.40
H -0.17 4.24 0.75
H 1.36 5.67 1.74
H 2.62 7.19 3.06
H 4.33 6.76 3.19
H 3.25 6.49 4.55
H 4.65 4.17 4.02
H 4.90 1.82 4.35
H 5.33 1.51 2.67
H 3.99 0.64 3.44
H 3.32 3.65 -0.90
H 2.57 2.93 -2.33
H 3.88 4.11 -2.52
H 5.90 3.04 -3.19
Te -1.98 1.69 -2.72
C -3.92 2.55 -2.85
C -4.76 2.16 -3.88
C -6.06 2.66 -3.95
C -6.51 3.56 -2.99
C -5.66 3.95 -1.96
C -4.37 3.45 -1.88
C -1.00 3.39 -3.55
C -0.49 3.31 -4.84
C 0.12 4.41 -5.42
C 0.23 5.60 -4.71
C -0.27 5.68 -3.42
C -0.88 4.58 -2.83
H -4.41 1.46 -4.63
H -6.71 2.36 -4.75
H -7.51 3.95 -3.04
H -6.01 4.65 -1.21
H -3.72 3.75 -1.07
H -0.59 2.38 -5.40
H 0.50 4.34 -6.43
H 0.69 6.46 -5.17
H -0.18 6.61 -2.86
H -1.26 4.65 -1.82
C 3.82 -1.13 6.37
C 2.81 -2.24 6.19
C 2.19 -2.75 7.33
C 1.24 -3.75 7.22
C 0.90 -4.24 5.98
C 1.50 -3.74 4.81
N 0.97 -4.29 3.62
C 1.39 -4.09 2.30
C 2.63 -4.55 1.86
C 3.05 -4.33 0.56
C 2.23 -3.66 -0.34
C 0.97 -3.26 0.07
C 0.53 -3.48 1.37
C -0.84 -2.98 1.78
O -1.47 -3.57 2.66
O -1.25 -1.93 1.17
C 2.47 -2.73 4.91
C 3.13 -2.11 3.70
H 3.98 -0.95 7.43
H 3.46 -0.20 5.91
H 4.78 -1.39 5.92
H 2.46 -2.36 8.30
H 0.76 -4.15 8.11
H 0.16 -5.02 5.87
H -0.04 -4.36 3.66
H 3.26 -5.08 2.56
H 4.02 -4.70 0.24
H 2.57 -3.46 -1.35
H 0.30 -2.75 -0.61
H 3.84 -2.79 3.23
H 3.67 -1.20 3.98
H 2.39 -1.85 2.94